# 1
C7H14ClO4P | ωB97M-V with the def2-TZVPD basis set

Geometry as XYZ:
```
27
Properties=species:S:1:pos:R:3:mulliken_charge:R:1
C 0.16 2.99 -0.49 0.347
C 0.99 1.03 1.09 -0.106
C 0.38 4.47 -0.26 -1.100
C -2.05 -1.52 -1.87 -0.879
C 1.84 -3.32 1.42 -1.087
C -1.79 -0.10 -1.28 -0.402
C 1.44 -2.19 0.52 -0.213
O -1.67 0.00 1.47 -0.773
O 0.65 2.27 0.45 -0.155
O -0.45 -0.05 -0.73 -0.356
O 0.22 -1.74 1.10 -0.198
P -0.34 -0.25 0.86 0.895
Cl 1.27 1.15 2.83 -0.191
H -0.45 2.42 -1.22 0.249
H -0.54 4.94 0.10 0.311
H 0.85 4.98 -1.04 0.344
H 0.92 4.42 0.66 0.318
H -1.60 -1.92 -2.85 0.276
H -1.71 -2.25 -1.03 0.155
H -3.16 -1.64 -2.02 0.323
H 1.10 -4.11 1.63 0.278
H 2.69 -3.70 0.82 0.375
H 2.22 -2.82 2.43 0.222
H -2.48 0.12 -0.46 0.397
H -2.07 0.67 -2.03 0.329
H 1.32 -2.50 -0.48 0.321
H 2.23 -1.35 0.37 0.320
```

Results
- Energy above the lowest of the compared OMol25 structures with the same formula, charge and spin: 258.8 kJ/mol
- Kohn-Sham gap (alpha / beta): 7.289 / 7.458 eV
- 2S+1: 1



# 2
C7H14CuFN2 | ωB97M-V with the def2-TZVPD basis set

Geometry as XYZ:
```
25
Properties=species:S:1:pos:R:3:mulliken_charge:R:1
C 0.64 -0.57 2.27 -1.237
Cu 0.27 -0.05 0.56 -1.903
N -0.92 -0.02 -1.00 0.188
N 1.72 -1.24 -0.63 -0.459
H -0.68 0.76 -1.62 0.209
H -0.70 -1.16 0.80 -0.177
H -0.07 -0.16 3.04 0.389
H 1.60 0.07 2.38 0.105
H 1.02 -1.62 2.45 0.385
H 2.04 -0.61 -1.39 0.239
H 1.24 -2.03 -1.07 0.303
H 2.55 -1.62 -0.17 0.228
H -0.94 -0.81 -1.63 0.491
H -1.91 0.17 -0.84 0.289
F 0.65 6.05 1.26 -0.352
C 0.59 4.68 1.00 0.365
C -0.68 4.10 0.84 -0.510
C -0.72 2.67 0.64 0.094
C 0.45 1.93 0.61 0.060
C 1.71 2.55 0.65 -0.399
C 1.79 3.97 0.88 -0.435
H -1.60 4.70 0.90 0.350
H -1.71 2.22 0.54 0.166
H 2.64 1.99 0.55 0.263
H 2.77 4.47 1.00 0.346
```

Results
- Kohn-Sham gap (alpha / beta): 3.594 / 7.386 eV
- 2S+1: 2
- Total charge: -1
- <S²>: 0.756



# 3
C7H14FN2O2Pd | ωB97M-V with the def2-TZVPD basis set

Geometry as XYZ:
```
27
Properties=species:S:1:pos:R:3:mulliken_charge:R:1
C 0.10 1.92 1.95 -0.607
N -0.84 1.06 1.23 0.117
F -2.09 1.45 1.78 -0.269
C -0.98 1.30 -0.23 0.417
C -1.01 -0.01 -1.07 -0.786
C -1.24 -1.30 -0.28 -0.952
C -0.05 -1.82 0.55 -0.537
C 1.28 -1.77 -0.19 0.554
N 1.33 -2.57 -1.37 -0.531
C 0.01 2.33 -0.76 0.206
O -0.23 3.47 -0.94 -0.420
O 1.28 1.92 -1.11 -0.722
H 1.14 1.72 1.63 0.051
H -0.16 2.99 1.87 0.401
H 0.03 1.65 3.02 0.336
H -1.96 1.79 -0.36 0.293
H -1.87 0.10 -1.75 0.347
H -0.13 -0.09 -1.74 0.366
H -2.15 -1.22 0.34 0.359
H -1.47 -2.09 -1.02 0.448
H -0.20 -2.89 0.78 0.367
H 0.04 -1.28 1.50 0.346
H 1.53 -0.63 -0.43 -0.299
H 2.08 -2.12 0.50 0.573
H 2.27 -2.74 -1.70 0.265
H 0.77 -2.22 -2.14 0.260
Pd 2.54 1.05 -0.07 0.416
```

Results
- Kohn-Sham gap: 5.294 eV
- 2S+1: 1
- Total charge: +1



# 4
C7H14FN5O10S2 | ωB97M-V with the def2-TZVPD basis set

Geometry as XYZ:
```
39
Properties=species:S:1:pos:R:3:mulliken_charge:R:1
O 3.10 0.32 -0.25 -0.522
C 2.49 0.90 -1.29 0.268
O 3.02 0.66 -2.66 -0.447
C 1.15 1.79 -1.00 0.331
C -0.14 0.73 -1.12 -0.439
N -1.41 1.43 -1.52 0.450
N -1.49 2.73 -1.03 -0.652
C -1.56 3.61 -2.12 0.382
S -1.20 4.40 -3.61 -0.025
S -2.85 0.49 -1.18 1.172
O -2.60 -1.02 -1.43 -0.538
O -3.93 0.97 -2.22 -0.605
F -3.54 0.74 0.37 -0.285
H 2.20 0.45 -3.21 0.357
H 1.12 2.28 0.09 0.356
H 1.10 2.62 -1.85 -0.179
H -0.21 0.13 -0.10 0.277
H 0.15 0.02 -2.03 0.115
C -3.21 -2.34 1.69 -0.582
N -1.90 -2.91 2.10 0.855
O -1.91 -3.87 2.88 -0.525
O -0.89 -2.37 1.63 -0.512
H -4.01 -2.90 2.18 0.323
H -3.23 -1.29 2.01 0.227
H -3.28 -2.43 0.60 0.203
C 3.12 5.78 -3.08 -0.788
N 2.14 4.73 -2.69 0.838
O 1.63 4.07 -3.59 -0.491
O 1.92 4.61 -1.48 -0.468
H 3.22 5.78 -4.17 0.310
H 2.74 6.74 -2.73 0.297
H 4.08 5.53 -2.61 0.298
C 0.14 -5.72 4.44 -0.703
N 1.17 -6.47 5.21 0.839
O 1.95 -5.81 5.91 -0.502
O 1.16 -7.70 5.10 -0.509
H 0.26 -4.65 4.63 0.320
H 0.30 -5.94 3.38 0.275
H -0.84 -6.07 4.77 0.278
```

Results
- Kohn-Sham gap: 8.244 eV
- 2S+1: 1
- SMILES: O=C(O)CCN(N=C=S)S(=O)(=O)F.C[N+](=O)[O-].C[N+](=O)[O-].C[N+](=O)[O-]



# 5
C7H14FeOP | ωB97M-V with the def2-TZVPD basis set

Geometry as XYZ:
```
24
Properties=species:S:1:pos:R:3:mulliken_charge:R:1
C 0.65 0.17 -2.84 -0.767
C -0.63 -0.54 -2.79 -0.476
C -0.43 -1.71 -2.04 -0.488
C 0.97 -1.73 -1.62 -0.986
C 1.66 -0.64 -2.23 -0.636
Fe 0.19 0.16 -0.62 -0.334
P -0.33 2.33 -0.21 -0.003
H 0.83 1.09 -3.41 0.527
H -1.57 -0.20 -3.23 0.431
H -1.19 -2.45 -1.78 0.442
H 2.73 -0.43 -2.18 0.431
H 1.44 -2.55 -1.06 0.599
H -1.30 2.58 0.79 0.046
H -0.85 3.10 -1.28 0.048
H 0.72 3.18 0.22 0.007
C -0.31 -0.45 3.56 -3.515
C -0.39 0.29 2.23 -0.790
O -0.15 -0.57 1.14 1.806
H -1.08 -1.25 3.59 0.619
H -0.50 0.26 4.39 0.874
H 0.69 -0.90 3.69 0.430
H -1.41 0.73 2.13 0.696
H 0.39 1.08 2.25 0.361
H -0.16 -1.55 1.32 -0.322
```

Results
- Kohn-Sham gap (alpha / beta): 2.670 / 6.853 eV
- 2S+1: 5
- Total charge: -1
- <S²>: 6.051



# 6
C7H14IrO4 | ωB97M-V with the def2-TZVPD basis set

Geometry as XYZ:
```
26
Properties=species:S:1:pos:R:3:mulliken_charge:R:1
O -3.24 -0.76 -0.63 -0.056
C -2.63 -0.75 0.50 0.277
C -1.59 -1.79 0.77 -0.530
O -0.53 -1.61 -0.12 -0.261
C 0.33 -2.72 -0.17 -0.866
H -3.35 -0.71 1.35 0.417
H -2.04 -2.80 0.82 0.500
H -1.28 -1.69 1.83 0.367
H 1.15 -2.45 -0.85 0.269
H 0.80 -2.87 0.81 0.382
H -0.18 -3.66 -0.43 0.352
H -1.63 0.59 0.47 0.092
O 2.45 1.92 1.82 -0.407
C 2.06 0.74 1.13 -0.207
C 0.89 1.42 0.30 -0.225
O -0.10 1.96 1.20 -0.125
C -1.34 2.22 0.58 -0.236
C 1.20 1.44 -4.42 -0.698
Ir 1.02 2.87 2.46 0.881
H 2.74 0.11 0.49 0.218
H 2.26 -0.31 1.47 0.179
H 0.42 0.63 -0.30 0.270
H 1.27 2.09 -0.47 0.345
H -1.05 2.92 -0.22 0.356
H 0.13 1.49 -4.23 0.343
H 2.23 1.69 -4.16 0.363
```

Results
- Energy above the lowest of the compared OMol25 structures with the same formula, charge and spin: 963.9 kJ/mol
- Kohn-Sham gap (alpha / beta): 2.951 / 5.667 eV
- 2S+1: 6
- Total charge: +2
- <S²>: 8.815



# 7
C7H14N | ωB97M-V with the def2-TZVPD basis set

Geometry as XYZ:
```
22
Properties=species:S:1:pos:R:3:mulliken_charge:R:1
C -1.15 1.95 -0.11 -0.871
C -0.95 1.11 -1.12 -0.219
C -0.03 1.39 -2.22 0.070
C 0.14 0.59 -3.26 -0.833
H -0.68 2.92 -0.07 0.246
H -1.87 1.71 0.67 0.413
H -1.50 0.18 -1.19 0.381
H 0.53 2.33 -2.16 0.282
H 0.81 0.82 -4.07 0.273
H -0.42 -0.34 -3.36 0.275
C -0.49 -0.35 2.54 -1.030
C 0.80 -0.96 2.01 -0.350
C 0.98 -2.10 -0.13 -0.070
N 0.82 -1.03 0.53 0.083
H -0.52 0.71 2.33 0.250
H -1.37 -0.83 2.11 0.344
H -0.50 -0.49 3.62 0.370
H 1.66 -0.37 2.32 0.280
H 0.95 -1.98 2.37 0.342
H 0.98 -2.06 -1.21 0.299
H 1.10 -3.03 0.41 0.249
H 0.72 -0.15 0.01 0.215
```

Results
- Energy above the lowest of the compared OMol25 structures with the same formula, charge and spin: 120.5 kJ/mol
- Kohn-Sham gap: 7.779 eV
- 2S+1: 1
- Total charge: +1



# 8
C7H14N | ωB97M-V with the def2-TZVPD basis set

Geometry as XYZ:
```
22
Properties=species:S:1:pos:R:3:mulliken_charge:R:1
C -0.05 -0.58 -1.90 -0.553
C 0.34 -1.30 -0.74 -0.340
C -0.30 0.16 -0.28 1.090
C -1.51 -0.08 0.31 -0.867
C 2.84 2.43 -0.15 -1.264
C 1.91 1.28 -0.42 -0.114
C 0.72 1.12 0.17 -0.488
N -2.93 -2.30 2.21 -0.668
H -1.05 -0.83 -2.24 0.251
H 0.67 -0.33 -2.66 0.277
H -0.25 -2.12 -0.37 0.277
H 1.38 -1.36 -0.46 0.316
H -2.28 -0.51 -0.31 0.507
H -1.68 0.42 1.25 0.380
H 3.83 2.15 0.22 0.325
H 2.37 3.09 0.58 0.341
H 2.94 2.98 -1.09 0.324
H 2.16 0.75 -1.34 0.219
H 0.50 1.61 1.11 0.269
H -3.43 -3.03 1.70 0.250
H -2.56 -1.65 1.55 0.216
H -3.59 -1.91 2.85 0.253
```

Results
- Energy above the lowest of the compared OMol25 structures with the same formula, charge and spin: 341.8 kJ/mol
- Kohn-Sham gap: 7.194 eV
- 2S+1: 1
- Total charge: +1



# 9
C7H14N | ωB97M-V with the def2-TZVPD basis set

Geometry as XYZ:
```
22
Properties=species:S:1:pos:R:3:mulliken_charge:R:1
C -0.84 2.81 0.90 -0.783
C -0.14 2.01 0.11 -0.442
C 0.65 0.80 0.47 0.657
C 1.88 0.87 0.96 -0.942
C -0.18 -0.47 0.65 -0.893
C 0.09 -1.43 -0.57 0.126
C -0.28 -2.86 -0.31 -1.504
N -0.76 -0.85 -1.69 -0.217
H -1.48 3.58 0.50 0.293
H -0.90 2.71 1.97 0.276
H -0.12 2.27 -0.95 0.269
H 2.51 1.74 0.87 0.344
H 2.33 0.03 1.49 0.270
H -1.24 -0.22 0.66 0.452
H 0.22 -1.01 1.50 0.466
H 1.13 -1.30 -0.74 0.373
H -1.32 -3.06 -0.07 0.372
H -0.03 -3.49 -1.18 0.442
H 0.40 -3.33 0.39 0.400
H -1.74 -0.83 -1.42 0.394
H -0.63 -1.42 -2.53 0.399
H -0.50 0.11 -1.92 0.249
```

Results
- Energy above the lowest of the compared OMol25 structures with the same formula, charge and spin: 97.7 kJ/mol
- Kohn-Sham gap: 9.798 eV
- 2S+1: 1
- Total charge: +1
- SMILES: C=CC(=C)C[C@@H](C)[NH3+]



# 10
C7H14N | ωB97M-V with the def2-TZVPD basis set

Geometry as XYZ:
```
22
Properties=species:S:1:pos:R:3:mulliken_charge:R:1
C 1.58 1.90 -1.36 -1.240
C 1.19 0.42 -1.36 -0.141
C 1.79 -0.57 -0.32 -0.011
C 1.35 -1.74 0.11 -1.163
H 2.62 2.04 -1.64 0.376
H 0.97 2.50 -2.00 0.357
H 1.48 2.27 -0.35 0.320
H 1.41 0.10 -2.45 0.316
H 0.07 0.46 -1.30 0.202
H 2.81 -0.24 -0.02 0.313
H 1.71 -2.18 1.05 0.370
H 0.76 -2.43 -0.50 0.411
C -1.95 0.41 1.29 0.059
C -0.94 1.30 1.29 -0.653
C -2.59 -1.80 0.68 -0.025
N -1.68 -0.93 0.96 0.090
H -3.00 0.59 1.37 0.319
H 0.07 0.96 1.10 0.237
H -1.08 2.38 1.55 0.253
H -2.32 -2.78 0.32 0.274
H -3.61 -1.45 0.65 0.228
H -0.66 -1.19 0.94 0.108
```

Results
- Energy above the lowest of the compared OMol25 structures with the same formula, charge and spin: 238.5 kJ/mol
- Kohn-Sham gap: 7.782 eV
- 2S+1: 1
- Total charge: +1



> 2S+1 of number 3 (C7H14FN2O2Pd)?

1



> Which formula does entry 6 have?

C7H14IrO4



> Number 6 is which compound?

C7H14IrO4



> What is the 2S+1 in the second record?

2